C2H6NOPS | the ωB97M-V functional and the def2-TZVPD basis

Each line ends with the Löwdin charge.
Atoms and positions in Å:
C (0.821, -0.735, 0.789)  -0.398
C (-1.793, -0.178, -0.653)  -0.253
N (2.001, -0.333, 0.187)  -0.341
O (2.766, -1.130, -0.332)  -0.027
P (0.218, 0.334, -0.544)  0.569
S (-0.165, 2.108, 0.318)  0.433
H (0.709, -0.345, 1.784)  0.087
H (0.728, -1.791, 0.725)  0.086
H (-1.970, -0.138, 0.360)  -0.043
H (-2.233, 0.712, -1.220)  0.030
H (-2.106, -1.032, -1.301)  0.034
H (1.025, 2.528, -0.114)  -0.178

Summary:
HOMO-LUMO gap (alpha / beta) in eV: 8.21 / 8.21
Relative energy (zero: lowest compared OMol25 entry of this formula, charge and spin) in kJ/mol: 320.8
LUMO level (alpha / beta) in eV: -0.30 / -0.30
2S+1: 1
DFT total energy in eV: -25828.76268
Total charge: 0
HOMO level (alpha / beta) in eV: -8.51 / -8.51